{
  "formula": "C15H15F4N2",
  "method": "ωB97M-V/def2-TZVPD",
  "charge": 1,
  "energy_ha": -1089.21111,
  "homo_energy_ev": -11.04,
  "elements": ["F", "C", "C", "C", "F", "C", "C", "C", "C", "C", "C", "F", "C", "C", "F", "C", "C", "H", "H", "H", "H", "H", "H", "H", "C", "N", "C", "N", "H", "H", "H", "H", "H", "H", "H", "H"],
  "coordinates": [[3.124, 2.596, 2.289], [2.530, 2.416, 1.089], [2.393, 3.471, 0.210], [1.773, 3.287, -1.011], [1.652, 4.330, -1.863], [1.286, 2.047, -1.353], [1.399, 0.941, -0.483], [0.867, -0.302, -0.914], [0.848, -1.589, -0.318], [0.277, -2.651, -1.051], [0.222, -3.929, -0.546], [-0.330, -4.928, -1.271], [0.734, -4.196, 0.709], [1.300, -3.187, 1.461], [1.790, -3.443, 2.694], [1.354, -1.911, 0.955], [2.049, 1.177, 0.743], [2.761, 4.441, 0.485], [0.825, 1.940, -2.317], [0.395, -0.261, -1.882], [-0.121, -2.484, -2.035], [0.684, -5.191, 1.108], [1.792, -1.180, 1.595], [2.205, 0.405, 1.461], [-2.560, 1.836, -0.623], [-2.252, 0.576, 0.055], [-3.157, -0.485, -0.381], [-2.265, 0.757, 1.481], [-2.503, 1.700, -1.699], [-3.559, 2.173, -0.354], [-1.843, 2.599, -0.329], [-3.095, -0.606, -1.459], [-2.879, -1.424, 0.092], [-4.181, -0.242, -0.104], [-1.966, -0.122, 1.879], [-1.547, 1.435, 1.689]],
  "atomic_forces_ev_per_a": [[-0.446, -0.096, -1.020], [-0.118, -0.330, 0.092], [0.212, 0.850, 0.127], [-0.005, 0.055, -0.133], [0.080, -0.885, 0.698], [-0.312, 0.026, -0.659], [0.390, 0.673, 0.255], [-0.355, 0.125, 0.385], [0.029, -0.706, 0.375], [-0.283, 0.035, -0.667], [-0.051, -0.057, -0.135], [0.450, 0.840, 0.590], [-0.121, -0.843, 0.220], [0.065, 0.361, 0.034], [-0.415, 0.151, -1.030], [0.288, 0.235, 0.622], [0.205, -0.282, 0.618], [0.150, 0.354, 0.050], [-0.197, -0.097, -0.261], [-0.063, -0.011, -0.289], [-0.129, 0.123, -0.290], [-0.017, -0.375, 0.105], [0.119, 0.126, 0.213], [0.065, -0.139, 0.236], [0.038, -0.392, 0.525], [0.991, -0.118, -1.178], [0.182, 0.368, 0.631], [-0.675, -0.074, -0.480], [0.016, -0.100, -0.039], [-0.248, 0.219, 0.016], [0.101, 0.101, 0.047], [0.083, 0.093, -0.043], [0.028, -0.126, 0.063], [-0.339, -0.075, 0.034], [0.080, -0.204, 0.192], [0.201, 0.174, 0.096]],
  "nbo_charge": [-0.2874, 0.4095, -0.2285, 0.3933, -0.2867, -0.1656, -0.1472, 0.1760, -0.1720, -0.1626, 0.3935, -0.2863, -0.2240, 0.3899, -0.2873, -0.1476, -0.1904, 0.2690, 0.2436, 0.2281, 0.2436, 0.2692, 0.2167, 0.2246, -0.4273, -0.2766, -0.4270, -0.6498, 0.2072, 0.1995, 0.1953, 0.2089, 0.1972, 0.1980, 0.3519, 0.3513]
}